# 1
50
Properties=species:S:1:pos:R:3:forces:R:3 method="wB97M-V/def2-TZVPD" multiplicity=1 gap_ev=10.16 de_lowest_ev=1.582
O 2.8936 -1.3650 -0.3173 -0.364 0.364 0.638
C 2.4494 -0.3461 -0.7575 -0.201 -0.608 -1.148
O 2.0151 -0.2856 -2.0543 0.071 -0.064 -0.418
C 2.1756 0.9871 -0.0738 0.435 -0.380 0.666
C 0.7123 0.9956 0.4062 -0.236 -0.615 -0.660
C 0.3372 2.2619 1.0828 -0.516 0.653 0.317
C -0.8174 2.9105 0.9054 0.741 -0.191 0.028
N 3.1693 1.0721 0.9969 0.104 0.764 0.304
H 2.3517 -1.0314 -2.5887 -0.124 0.153 0.655
H 2.3639 1.8063 -0.7908 -0.084 -0.430 0.224
H 0.5619 0.1510 1.0959 0.151 0.109 -0.050
H 0.0646 0.7903 -0.4713 0.123 0.243 0.436
H 1.0598 2.6674 1.7980 -0.244 -0.125 -0.088
H -1.5447 2.5542 0.1903 -0.184 -0.112 -0.036
H -1.0352 3.8349 1.4196 -0.041 -0.011 0.117
H 3.0085 0.3583 1.6940 -0.025 -0.328 -0.018
H 3.1284 1.9583 1.5024 -0.053 -0.217 -0.362
H 1.3746 -3.2140 3.2790 0.007 0.024 0.141
H -0.1576 -3.1199 3.2224 -0.022 0.159 0.090
O 0.6202 -2.8681 3.7657 0.354 -0.400 -0.168
H -0.6864 1.4505 -3.0225 -0.723 -0.282 0.483
H -2.1099 1.6716 -3.5164 -0.366 -0.033 0.101
O -1.6680 1.2905 -2.7484 0.987 0.481 -0.518
H 5.2315 -0.5806 -1.0003 -0.209 0.330 -0.093
H 4.7019 0.7026 -0.3417 -0.003 -0.278 -0.315
O 4.8181 0.2705 -1.2148 0.686 0.259 0.236
H 1.0195 2.5841 -2.9628 -0.104 -0.105 -0.053
H 1.3786 1.0743 -2.9561 -0.114 0.112 -0.177
O 0.8291 1.7387 -3.4139 0.180 0.093 0.001
H -1.0374 -1.7594 -2.5980 -0.123 0.020 0.024
H -1.7571 -0.4295 -2.9822 0.034 -0.916 -0.046
O -1.8604 -1.4226 -2.9724 0.252 0.664 -0.418
H -1.4366 -3.1152 1.2981 0.015 -0.013 1.183
H -2.4951 -2.7955 2.3677 0.867 -0.360 0.123
O -1.6010 -3.2155 2.2812 -0.589 0.111 -0.870
H -0.2385 -1.3988 4.9160 0.118 0.087 -0.175
H -1.3593 -1.3528 3.9302 0.153 0.221 0.051
O -0.9066 -0.7904 4.5757 -0.433 -0.009 0.047
H -1.5463 -3.5890 -0.7575 -0.249 0.194 -0.141
H -2.0932 -2.1070 -0.5357 0.085 -0.432 -0.161
O -1.3655 -2.7385 -0.3444 0.381 0.062 -0.077
H 0.8390 3.7070 -0.7961 -0.477 -0.030 0.094
H -0.4410 3.5456 -1.6737 -0.022 -0.073 0.382
O 0.4797 3.8230 -1.6816 0.494 0.376 -0.634
H -3.5887 -1.3815 -1.7226 0.147 -0.029 -0.118
H -2.9018 -0.1756 -1.1170 -0.134 -0.156 0.048
O -3.4058 -0.9677 -0.8700 -0.265 0.413 0.467
H -4.0027 -0.9069 2.4576 0.011 -0.029 0.119
H -3.7426 -1.5133 1.0746 -0.071 -0.034 0.209
O -3.7850 -1.7366 2.0222 -0.418 0.370 -0.441


# 2
16
Properties=species:S:1:pos:R:3:forces:R:3 method="wB97M-V/def2-TZVPD" multiplicity=1 gap_ev="7.75 / 7.75" de_lowest_ev=1.555
C -2.6295 -0.5237 -0.1390 -2.936 0.808 0.474
C -0.4671 0.1990 -1.0210 0.330 0.792 -2.712
C -0.2431 -1.0579 0.5926 0.294 0.603 -0.606
C -1.3809 -0.9243 -0.5255 4.148 0.744 0.751
N -3.6600 -0.1002 0.1255 -0.356 0.012 0.224
N 1.1718 1.2998 1.8199 1.885 -1.297 -3.834
N 0.7004 -0.3892 -0.3548 -0.101 -0.060 0.058
O 1.8103 1.7834 -0.8711 0.275 -1.138 1.026
S 1.7834 0.7467 0.1677 -1.837 3.648 2.870
I 3.8260 -0.5320 -0.2049 0.051 0.018 0.384
H -0.3169 0.4960 -2.1064 -0.325 -0.906 1.167
H -0.7873 1.0613 -0.5286 -0.357 1.708 0.861
H -0.1451 -0.4843 1.5276 -1.311 -0.377 -0.156
H -0.0129 -2.0647 0.6572 0.695 -1.925 0.833
H -1.3129 -1.7170 -1.2166 -0.271 -1.313 -0.392
H 1.6637 2.2070 2.0773 -0.184 -1.319 -0.948


# 3
50
Properties=species:S:1:pos:R:3:forces:R:3 method="wB97M-V/def2-TZVPD" multiplicity=1 gap_ev=8.49 de_lowest_ev=5.304
O 3.5484 -0.1110 -3.8796 -1.434 1.895 -2.115
O -1.1950 2.3147 1.3647 -0.626 0.660 -0.743
C 2.3121 -0.1991 -4.0687 3.729 -1.575 2.742
C -1.3009 1.2170 0.8503 2.225 -0.905 2.721
C -0.4846 -0.3852 -0.9628 -0.300 -0.095 0.072
C -0.7642 0.9058 -0.5008 0.314 -1.750 -0.969
C 0.0710 0.9669 -2.6193 -0.332 0.060 0.565
C 0.0984 -0.3755 -2.2730 -1.079 -0.601 2.520
C 0.6117 1.9068 -6.7363 0.682 -0.317 1.061
C -0.5827 2.2896 -6.1442 -0.239 0.285 0.241
C 1.5624 1.1897 -5.9451 0.673 1.127 -2.887
C -0.7559 1.9854 -4.7764 -0.759 0.166 1.242
C 1.3628 0.7843 -4.6834 -0.935 -0.767 0.862
C 0.1741 1.2293 -4.0777 0.816 1.224 1.235
N -0.3241 1.7883 -1.4781 -0.538 -0.870 -1.748
N 1.8986 -1.3982 -3.5374 -1.418 -0.589 -0.577
N -1.4664 0.0976 1.7620 -0.646 -0.046 -2.001
N -0.5085 -1.4529 4.4085 0.760 2.671 -1.426
C -0.4023 3.2749 -1.3676 -1.260 -0.365 -1.928
C 0.5726 -1.6570 -3.0454 -1.363 1.875 -1.058
C -1.7865 0.3857 3.1949 2.878 -0.228 -0.125
C -1.7583 -0.8581 4.1455 -1.005 0.370 -0.654
C -0.4697 -2.7719 4.8652 -0.153 -1.839 -2.195
C 0.4261 -0.5824 5.0452 0.676 -2.771 2.941
C 0.9346 -3.0314 5.3319 1.004 0.047 0.373
C 1.6064 -1.5886 5.3860 -2.829 -0.283 3.045
H -0.7910 -1.2912 -0.4522 0.365 0.143 0.141
H 0.9050 2.1828 -7.7504 -0.320 -0.060 0.311
H -1.3328 2.8889 -6.6948 0.511 -0.525 0.418
H 2.5620 1.0593 -6.3492 -0.167 -0.409 -0.278
H -1.5955 2.3009 -4.0755 0.753 -0.085 -1.682
H 2.5986 -2.1339 -3.4670 -0.097 0.853 0.162
H -1.9849 -0.6729 1.2943 0.609 0.564 0.939
H -0.2168 3.7519 -2.3932 0.364 -0.691 1.774
H 0.0754 3.6496 -0.4905 1.494 0.087 0.073
H -1.4062 3.5887 -1.0872 -0.564 -0.441 -0.422
H 0.5291 -2.6258 -2.5369 0.086 0.663 0.567
H -0.1093 -1.7905 -3.9042 -0.059 0.030 0.138
H -0.9245 1.0731 3.5893 -2.125 -0.720 -0.946
H -2.7550 0.8162 3.1478 -0.778 0.831 0.941
H -2.1882 -0.5373 5.1315 -0.401 -0.063 -0.662
H -2.3336 -1.6498 3.6723 -0.734 -0.019 0.213
H -0.5980 -3.3550 3.9146 -0.531 -0.272 0.988
H -1.2261 -3.0918 5.5782 -0.340 0.261 0.388
H -0.0122 -0.2312 6.0317 0.400 0.161 -0.696
H 0.7529 0.2334 4.4800 0.328 1.189 -1.006
H 1.4626 -3.6281 4.5406 -0.337 0.220 1.180
H 0.8219 -3.5812 6.3297 0.981 0.762 -1.388
H 1.9461 -1.4156 6.4275 -0.126 0.077 -0.514
H 2.4405 -1.4655 4.8052 1.847 0.064 -1.835


# 4
62
Properties=species:S:1:pos:R:3:forces:R:3 method="wB97M-V/def2-TZVPD" multiplicity=1 gap_ev=9.32 charge=+1
C 3.4646 -1.7181 1.0906 -0.493 0.334 -0.564
C 3.1526 -1.6988 -0.4210 0.470 0.304 0.642
C 2.5959 -0.3626 -0.9115 0.231 -0.556 0.148
O 1.3365 -0.5393 -1.5509 -0.103 -0.221 -0.371
C 0.3205 0.2456 -1.0307 0.071 0.581 0.464
C -0.2327 -0.3563 0.2869 -0.152 0.114 -0.933
C -1.2010 -1.5268 -0.0384 0.380 -0.540 -0.182
C -0.6162 -2.9277 0.2354 -0.290 -0.073 0.158
Cl -0.0478 -3.6138 -1.3045 0.045 -0.051 -0.062
C -1.5755 -3.8899 0.9349 0.286 -1.121 -0.541
C -2.6110 -4.5364 0.0094 -0.431 0.786 0.306
Cl -0.5618 -5.1925 1.6380 -0.036 0.093 0.256
N -2.5497 -1.3148 0.5808 0.049 0.508 -0.171
C -3.0015 0.0518 0.1938 0.871 0.315 -0.469
C -2.1557 1.0872 0.9299 -0.002 1.122 0.041
Br -2.1228 2.6425 -0.3147 -0.051 0.102 0.011
C -2.8972 1.5339 2.1857 -1.169 0.057 -0.126
N -3.6407 0.4037 2.7646 0.480 -0.273 -0.056
N -0.7894 0.6936 1.1384 -0.583 -1.105 0.828
N -0.3310 0.7303 2.4720 0.816 -0.438 -1.000
C 0.9869 1.1762 2.6242 1.366 -1.077 2.027
O 1.7202 0.7151 3.4647 -1.155 0.792 -1.203
F 1.3363 2.1306 1.8091 -0.275 0.248 -0.420
C -0.5716 -0.4371 3.2765 -2.066 0.385 2.968
O -1.3409 -0.4355 4.2045 1.698 -0.124 -1.964
F 0.0528 -1.5540 2.9135 0.049 0.223 -0.458
H 2.9254 -0.9186 1.5895 -0.120 0.109 0.301
H 3.1772 -2.6474 1.5530 0.078 -0.410 0.209
H 4.5123 -1.5338 1.2526 0.386 -0.021 0.260
H 2.4872 -2.5057 -0.6846 -0.277 -0.144 -0.235
H 4.0919 -1.8650 -0.9234 0.195 -0.338 -0.402
H 3.3011 0.0878 -1.5995 -0.078 0.238 -0.374
H 2.5022 0.3149 -0.0688 -0.124 0.303 0.197
H 0.6647 1.2510 -0.8002 0.115 0.267 0.028
H -0.4541 0.3652 -1.7754 -0.265 -0.108 -0.313
H 0.6268 -0.8025 0.7611 0.260 0.137 0.468
H -1.3829 -1.5008 -1.1008 -0.282 0.105 -0.358
H 0.2665 -2.8749 0.8461 0.304 0.292 0.268
H -2.0764 -3.4413 1.7798 0.126 0.297 0.360
H -2.6601 -4.0314 -0.9462 0.116 0.003 -0.401
H -2.3942 -5.5743 -0.1424 0.144 -0.416 -0.283
H -3.6030 -4.4740 0.4392 -0.271 -0.112 0.287
H -2.5307 -1.3912 1.6021 -0.330 0.112 0.196
H -3.2245 -1.9767 0.2044 0.043 -0.393 0.137
H -4.0550 0.2029 0.3342 -0.354 -0.094 0.325
H -2.8222 0.1656 -0.8630 0.068 -0.305 -0.421
H -3.6130 2.2816 1.8763 -0.055 0.392 -0.244
H -2.2720 2.0235 2.9095 0.428 -0.109 0.226
H -4.5547 0.3459 2.3427 -0.247 0.114 0.034
H -3.8063 0.5783 3.7428 0.160 -0.210 0.328
C 2.9523 3.6743 -2.2516 -0.039 -0.163 0.097
C 1.9178 3.3936 -3.3313 0.166 0.524 0.074
C 2.1125 4.3001 -4.5356 -0.108 -0.085 -0.117
O 0.5998 3.5631 -2.7990 -0.091 -0.408 0.050
H 2.8642 4.7032 -1.8940 0.033 0.038 -0.081
H 2.7980 3.0190 -1.3917 0.018 -0.034 -0.018
H 3.9657 3.5246 -2.6250 0.011 0.023 0.005
H 1.9889 2.3506 -3.6435 -0.150 -0.045 0.037
H 1.9986 5.3486 -4.2482 0.086 0.001 0.059
H 1.3624 4.0898 -5.2977 0.018 -0.047 -0.010
H 3.1015 4.1681 -4.9750 0.010 0.023 0.006
H 0.5124 4.4791 -2.5178 0.022 0.082 -0.024


# 5
9
Properties=species:S:1:pos:R:3:forces:R:3 method="wB97M-V/def2-TZVPD" multiplicity=1 gap_ev=6.59 charge=-1 de_lowest_ev=1.617
C 2.7291 1.4530 -2.8465 -0.682 -0.469 -0.499
C -0.5621 0.0589 -0.0842 0.423 1.133 -2.790
N -0.4969 0.7794 -1.1462 -0.998 -1.226 1.099
O 3.4188 2.1059 -2.1633 0.795 1.027 1.060
O 2.5814 0.5126 -3.5459 -0.146 -0.613 -0.600
S 0.5873 2.4800 -2.8654 0.859 1.132 -1.541
S 0.0833 2.4017 -0.9693 -0.533 -0.855 0.296
H -0.7560 -0.9834 -0.0862 -0.574 -0.799 -0.263
H -0.1489 0.5236 0.7199 0.856 0.671 3.238


# 6
52
Properties=species:S:1:pos:R:3:forces:R:3 method="wB97M-V/def2-TZVPD" multiplicity=1 gap_ev=11.14 de_lowest_ev=0.132
C -7.8298 0.9663 0.7497 0.067 0.029 -0.242
H -8.0226 0.0806 1.3514 -0.044 -0.077 0.114
C -7.0718 0.5931 -0.5190 0.021 -0.216 0.137
C -5.7663 -0.1533 -0.2427 -0.063 0.382 -0.078
C -4.7012 0.7127 0.4264 0.032 -0.480 -0.110
C -3.3868 -0.0437 0.6029 -0.066 0.481 0.143
C -2.3126 0.8117 1.2703 0.091 -0.452 -0.155
C -1.0084 0.0388 1.4556 -0.041 0.278 0.233
C 0.0981 0.8853 2.0895 -0.079 -0.039 -0.198
C 0.7375 1.9019 1.1329 0.256 -0.041 0.221
C 2.0695 1.4394 0.5390 -0.349 -0.029 -0.154
C 1.9423 0.2388 -0.3947 0.449 0.205 0.143
C 3.2846 -0.1337 -1.0201 -0.413 -0.215 -0.066
C 3.1599 -1.3336 -1.9545 0.268 0.216 -0.084
C 4.4705 -1.6989 -2.6495 -0.114 -0.141 0.171
C 5.5502 -2.1293 -1.6522 -0.283 0.080 -0.581
C 6.2706 -0.9630 -1.0514 0.331 -0.265 0.581
O 6.4878 0.0972 -1.5594 -0.028 -0.048 0.006
C 6.8269 -1.2767 0.3743 0.324 0.256 0.325
F 5.8315 -1.5341 1.2398 -0.246 0.042 -0.096
F 7.6032 -2.3744 0.3487 0.013 -0.071 -0.241
F 7.5509 -0.2841 0.8814 -0.059 0.077 -0.176
H 6.3198 -2.7129 -2.1694 0.030 -0.036 0.109
H 5.1311 -2.7635 -0.8686 0.085 -0.007 0.017
H 4.2861 -2.5169 -3.3471 0.063 0.027 -0.050
H 4.8391 -0.8430 -3.2168 0.009 -0.042 -0.086
H 2.7974 -2.1959 -1.3889 -0.077 -0.060 -0.003
H 2.4158 -1.1084 -2.7215 -0.094 -0.035 0.011
H 3.6819 0.7195 -1.5743 0.086 0.043 0.021
H 3.9900 -0.3607 -0.2163 0.016 0.074 0.058
H 1.5632 -0.6201 0.1611 -0.120 -0.089 -0.018
H 1.2274 0.4717 -1.1876 -0.107 -0.054 -0.032
H 2.7579 1.1916 1.3506 0.080 0.033 0.039
H 2.5084 2.2706 -0.0190 0.095 0.007 0.008
H 0.0463 2.1296 0.3199 -0.069 0.107 -0.060
H 0.9212 2.8337 1.6719 -0.068 0.061 -0.064
H 0.8781 0.2258 2.4755 0.064 0.003 0.099
H -0.3291 1.4109 2.9464 0.022 -0.044 0.082
H -1.2049 -0.8236 2.0977 -0.020 -0.089 -0.057
H -0.6785 -0.3401 0.4874 0.025 -0.101 -0.062
H -2.6727 1.1494 2.2451 -0.006 0.083 0.048
H -2.1336 1.7003 0.6614 -0.019 0.112 0.007
H -3.0270 -0.3759 -0.3743 0.012 -0.085 -0.035
H -3.5640 -0.9364 1.2080 0.013 -0.098 -0.018
H -4.5265 1.6033 -0.1823 -0.014 0.103 0.011
H -5.0533 1.0424 1.4051 -0.005 0.110 0.048
H -5.3688 -0.5250 -1.1909 0.039 -0.087 0.012
H -5.9749 -1.0206 0.3883 0.009 -0.107 -0.006
H -7.7117 -0.0424 -1.1363 -0.010 0.070 -0.071
H -6.8550 1.4978 -1.0917 -0.016 -0.002 -0.100
H -8.7841 1.4240 0.4986 -0.099 0.056 0.071
H -7.2634 1.6738 1.3496 0.009 0.074 0.129